Molecular formula: C7H54BF4FeO20
Method: DFT, wB97M-V/def2-TZVPD

Structure (XYZ):
```
87
Properties=species:S:1:pos:R:3:mulliken_spin:R:1
H -2.401 3.447 1.314 0.0001
H 3.942 -3.734 -2.551 -0.0003
O -1.890 -0.234 3.812 0.0007
H 0.122 -5.424 1.881 0.0000
H 0.353 -4.258 3.261 0.0003
H 3.051 -1.201 3.582 -0.0002
H 2.194 3.156 2.180 -0.0002
O 1.097 -1.518 -4.246 0.0002
B 1.869 2.011 -4.854 0.0001
H -4.606 -3.556 1.068 0.0001
H -3.461 1.267 0.853 0.0010
H -1.555 -2.173 -1.721 0.0006
H -1.490 3.434 -3.500 -0.0001
H 2.330 2.130 3.285 0.0000
H -0.888 1.276 -1.498 -0.0033
H -1.348 0.222 4.460 -0.0002
H 2.485 2.676 -2.365 0.0004
H -2.975 2.383 -3.241 -0.0001
H -1.234 -0.343 2.012 -0.0037
H 4.811 3.933 -1.306 0.0000
O 1.455 -1.811 -1.746 0.0249
H -3.751 0.671 4.264 -0.0001
H 2.123 -2.494 -1.792 0.0032
O -0.786 -0.008 1.236 0.0387
C -3.684 -3.047 1.351 0.0001
Fe 0.412 -0.830 -0.187 3.7973
H 4.190 -0.031 -1.618 -0.0001
H 4.040 -3.423 -1.073 0.0001
O 2.272 -0.683 3.377 0.0003
F 1.451 1.815 -3.551 0.0000
O -0.518 2.825 1.683 0.0014
F 3.261 1.920 -4.865 0.0000
H -3.316 -0.793 5.097 0.0000
H 2.069 1.250 1.064 0.0043
C -2.309 3.146 -2.840 0.0001
H 4.225 3.557 -3.010 0.0000
H 2.331 5.129 0.407 0.0000
H -4.685 -0.029 0.397 0.0000
H -2.877 4.066 -2.700 -0.0001
O 3.017 2.855 -1.586 0.0006
H 0.966 -5.970 3.361 0.0000
F 1.482 3.235 -5.283 0.0000
O -1.144 -2.088 -0.860 0.0423
H 1.524 -1.685 2.064 -0.0008
H 4.913 2.362 -1.989 0.0000
H 1.182 -0.720 -4.768 0.0001
H 1.251 -1.613 -2.661 -0.0040
H 0.543 -2.093 -4.775 0.0000
O 3.417 -3.682 -1.753 0.0004
C -3.250 -0.289 4.133 0.0001
H -3.621 -3.259 2.418 0.0000
H 2.425 0.160 3.805 0.0003
H 1.372 -2.999 1.328 0.0007
O 1.119 -2.076 1.290 0.0291
H 4.586 -0.969 -0.497 -0.0003
C 0.748 -5.117 2.719 -0.0004
H -1.728 4.026 2.755 0.0000
C -4.509 0.989 0.747 -0.0011
O -5.210 1.278 1.910 0.0000
H -2.348 2.293 2.551 -0.0002
F 1.270 0.998 -5.569 0.0001
H -3.683 -1.964 1.225 0.0001
H 1.962 3.792 -0.199 0.0003
O 1.950 -4.611 2.127 0.0001
O 1.619 4.492 0.357 -0.0002
H 2.836 0.422 0.055 -0.0034
H -2.047 -4.299 -3.339 0.0000
H -0.732 0.937 1.379 -0.0041
H 0.373 1.076 -2.311 -0.0041
H -0.296 3.535 1.076 0.0000
O -2.383 -3.573 -2.814 0.0003
O 2.571 2.297 2.374 0.0003
H -5.781 2.019 1.696 0.0000
O -1.935 2.787 -1.518 0.0003
C 4.278 3.248 -1.966 0.0000
O -2.505 -3.560 0.823 -0.0001
H 2.652 -4.748 2.767 0.0001
O 1.959 0.553 0.418 0.0403
H -2.398 -4.457 1.147 0.0001
O 4.274 -0.080 -0.665 -0.0002
H -1.598 3.620 -1.180 -0.0002
O -0.103 0.731 -1.556 0.0386
H -1.654 -2.667 -0.293 -0.0012
C -1.772 3.124 2.144 0.0001
H -4.845 1.685 -0.021 0.0001
H -3.886 -0.797 3.408 0.0000
H -3.169 -3.924 -2.394 0.0000
```

Its spin multiplicity is 5. The value obtained for the LUMO energy (alpha / beta) is -2.53 / -2.53 eV. The calculation puts the gap between HOMO and LUMO (alpha / beta) at 0.33408 / 0.28904 Ha. Its HOMO energy (alpha / beta) is -11.625 / -10.400 eV. The calculation puts the total energy at -3491.94373 Ha. Its total charge is +1.

=====

Molecular formula: C25H45FN3O10
Method: DFT, wB97M-V/def2-TZVPD

Structure (XYZ):
```
84
Properties=species:S:1:pos:R:3:mulliken_charge:R:1
H -3.282 -0.137 -1.362 0.2572
O 1.141 -2.054 0.653 -0.0815
H -2.768 -2.550 -2.481 0.1173
H -1.753 -2.142 -3.863 0.3960
C 3.444 6.895 6.635 -0.4842
H 2.603 5.236 8.790 0.2616
C 2.414 -5.886 0.139 -0.6142
C -0.695 5.361 4.068 -0.2560
H 0.655 -6.331 1.303 0.3881
H 1.996 -5.655 2.269 0.3712
H -1.437 5.686 1.327 0.2553
C -1.938 -2.892 -3.099 -0.3295
H -1.133 7.302 3.165 0.4181
C 2.991 -3.506 -0.027 -0.3872
H 4.211 4.924 6.212 0.2635
H 3.849 -2.867 0.192 0.4870
H 1.837 -1.024 2.324 0.4248
H 0.577 6.904 3.282 0.1667
C -1.683 1.126 0.443 -0.3931
H 0.215 -3.155 -2.758 0.2832
H -1.764 5.176 4.192 0.2458
C 3.941 5.522 7.083 -0.4694
C 1.482 -5.622 1.307 -0.5514
H -3.312 -4.403 -3.910 0.3687
C -0.731 -3.210 -2.214 0.3260
C -0.967 -4.663 -1.859 0.5637
H -0.069 -3.101 -7.955 0.3146
O -3.725 -2.819 -5.901 -0.5466
O -0.113 4.183 3.456 -0.3681
H -2.533 0.664 0.958 0.2479
H 2.076 -0.211 0.768 0.2706
C 1.962 6.665 6.413 0.6083
C -0.934 -2.449 -7.867 -0.4576
H -0.584 -0.654 2.208 0.2866
O -1.857 -5.203 -2.672 -0.3935
H -1.721 -0.009 -2.194 0.1993
N -0.607 0.150 0.286 -0.0133
H 0.061 0.491 -0.399 0.2378
C 0.002 4.356 2.128 0.6309
H 3.550 7.651 7.415 0.2650
H 0.249 -4.256 0.329 0.1528
N 3.422 -4.853 -0.030 -0.3005
C -2.592 0.554 -1.855 -1.0651
C -3.265 -2.286 -8.245 -0.5657
H -3.100 0.982 -2.721 0.4154
H 0.319 0.861 2.063 0.2649
H 0.236 6.165 0.996 0.3511
H 1.822 -5.984 -0.771 0.2763
F 2.503 -3.165 -1.277 -0.2789
H -1.406 2.269 -1.353 0.3160
C 1.895 -3.144 0.999 -0.3726
C -2.190 1.654 -0.889 0.1555
H -0.594 -1.414 -7.788 0.2646
H 0.330 -4.021 1.975 0.3893
H -0.239 5.507 5.042 0.0803
C -0.413 6.492 3.087 -0.3743
C -1.969 -2.635 -8.972 -0.4895
C 1.377 -0.818 1.352 -0.7022
H 2.380 -3.020 1.977 0.4365
C -2.261 -4.251 -3.697 -0.4837
C -2.962 -2.659 -6.808 0.5775
C -0.432 5.756 1.750 -0.5019
C 0.076 -0.081 1.546 -0.4950
H -1.679 -4.463 -4.594 0.1337
O 1.180 7.348 5.820 -0.5928
H -3.374 3.196 -1.192 0.3611
H -1.990 -3.679 -9.286 0.2696
H 2.615 3.861 7.669 0.3100
H 4.796 5.552 7.754 0.3236
H -3.484 -1.217 -8.272 0.2722
O -3.312 2.473 -0.559 -0.5812
H -1.342 1.972 1.045 -0.0477
H 2.914 -6.841 0.295 0.4526
O 0.379 3.473 1.403 -0.6137
H -0.654 -2.580 -1.327 -0.2978
N 0.886 -4.256 1.154 0.1741
H -4.139 -2.828 -8.594 0.3242
H 4.262 -4.994 0.508 0.3279
O -0.441 -5.338 -0.988 -0.7024
H 3.905 7.268 5.725 0.2997
H -1.765 -2.022 -9.846 0.3388
C 2.693 4.942 7.742 -0.4287
O 1.586 5.516 7.021 -0.3696
O -1.622 -2.787 -6.645 -0.3138
```

The value obtained for the LUMO energy is -2.25 eV. The calculation puts the gap between HOMO and LUMO at 0.31921 Ha. Its HOMO energy is -10.938 eV. The calculation puts the total energy at -1995.97437 Ha. Its total charge is +1.

=====

Molecular formula: CH3N2OP
Method: DFT, wB97M-V/def2-TZVPD

Structure (XYZ):
```
8
Properties=species:S:1:pos:R:3:mulliken_charge:R:1
N 0.149 0.765 0.980 -0.6203
H 1.226 -1.507 -0.785 0.2169
H 0.527 -0.328 -2.062 0.2024
N 0.402 0.180 0.037 0.5043
P -2.775 1.853 2.207 0.3530
O -3.242 0.913 3.255 -0.3995
C 0.661 -0.563 -0.921 -0.3054
H -1.398 2.295 2.798 0.0486
```

The value obtained for the LUMO energy is -0.77 eV. The calculation puts the gap between HOMO and LUMO at 0.30417 Ha. Its HOMO energy is -9.045 eV. The calculation puts the total energy at -565.89053 Ha. Its total charge is 0.